{
  "formula": "C35H28Br2Cl2F10N4OPW",
  "method": "ωB97M-V with the def2-TZVPD basis set",
  "homo_ev": [-16.246, -16.246],
  "fmax_ha_per_bohr": 0.0799,
  "lumo_ev": [-10.6254, -10.6240],
  "gap_ev": [5.62, 5.62],
  "energy_ha": -9119.2386,
  "total_charge": 3,
  "multiplicity": 1,
  "e_above_lowest_kj_mol": 111.3,
  "elements": ["W", "C", "N", "C", "C", "N", "C", "C", "F", "C", "F", "C", "F", "C", "F", "C", "F", "C", "C", "N", "C", "C", "F", "C", "F", "C", "F", "C", "F", "C", "F", "H", "H", "H", "H", "H", "H", "H", "H", "H", "H", "H", "Br", "C", "Br", "H", "H", "Cl", "C", "C", "C", "Cl", "C", "C", "C", "C", "N", "C", "C", "O", "H", "H", "H", "H", "C", "P", "C", "C", "C", "C", "C", "C", "C", "H", "H", "H", "H", "H", "H", "H", "H", "H", "H", "H"],
  "xyz": [[-0.48529, -0.34746, -0.34642], [-1.60900, -3.05545, -1.51977], [-0.79471, -2.61863, -0.26351], [0.51898, -3.30722, -0.26425], [1.46140, -2.60761, -1.23317], [1.06766, -1.21542, -1.24042], [1.62125, -0.53183, -2.35286], [1.49569, 0.89628, -2.42324], [0.81523, 1.43955, -1.36117], [2.07602, 1.72356, -3.40726], [1.90571, 3.06855, -3.32883], [2.87476, 1.10622, -4.39721], [3.49698, 1.75770, -5.31429], [3.05301, -0.25185, -4.29522], [3.62077, -0.95350, -5.33175], [2.53364, -1.05474, -3.24332], [2.96325, -2.33866, -3.30513], [-1.49513, -3.05704, 1.04757], [-2.50268, -2.00049, 1.36034], [-1.95467, -0.75655, 1.01129], [-2.95956, 0.21624, 1.30637], [-3.97290, 0.42931, 0.41364], [-3.92630, -0.15766, -0.80208], [-5.10740, 1.02065, 0.82632], [-6.17987, 1.06904, 0.08118], [-5.20581, 1.62637, 2.08018], [-6.34356, 2.06564, 2.59452], [-4.10568, 1.55478, 2.92539], [-4.20250, 1.93068, 4.21239], [-3.05343, 0.78334, 2.54931], [-2.05806, 0.62206, 3.43220], [-1.64631, -4.17292, -1.44781], [-1.04904, -2.87028, -2.41397], [-2.59420, -2.73716, -1.48690], [0.48251, -4.40458, -0.54363], [1.04293, -3.24320, 0.74513], [1.33551, -2.92185, -2.27080], [2.49191, -2.80454, -0.99104], [-0.75394, -3.08986, 1.91641], [-1.92244, -4.03936, 0.82060], [-2.72897, -1.92511, 2.44277], [-3.49313, -2.11649, 0.96397], [7.30324, 0.87950, 0.54336], [7.29222, 0.70568, -1.35380], [5.62010, -0.14185, -1.90691], [8.12811, 0.14547, -1.74723], [7.40999, 1.77880, -1.77701], [-2.14360, 0.69380, -4.85265], [-2.24257, 1.65040, -3.49990], [-2.94383, 2.87817, -3.57250], [-2.99515, 3.78039, -2.52419], [-3.76430, 5.26013, -2.74611], [-2.32258, 3.45647, -1.30998], [-2.41768, 4.26833, -0.14200], [-1.86407, 3.75167, 1.04007], [-1.29827, 2.48765, 1.02695], [-1.18270, 1.71970, -0.08371], [-1.77057, 2.19029, -1.20871], [-1.77513, 1.29727, -2.27381], [-1.23680, 0.04558, -2.01883], [-3.32105, 3.09991, -4.50757], [-2.77336, 5.27763, -0.28411], [-1.88790, 4.24664, 2.08014], [-0.85990, 2.10282, 1.89265], [2.83083, 1.03959, 0.88916], [1.20254, 0.46935, 1.43240], [1.00177, 1.54264, 2.91533], [1.41175, -1.09155, 2.18716], [0.53778, -1.43961, 3.28010], [0.80079, -2.50075, 4.07775], [1.96612, -3.20724, 3.88091], [2.81930, -2.96796, 2.76491], [2.52898, -1.90206, 1.94468], [3.14906, 0.70726, -0.12593], [3.58136, 0.80112, 1.61355], [2.81906, 2.12146, 0.99865], [1.07647, 2.58590, 2.68217], [1.85749, 1.20295, 3.51295], [0.11537, 1.31020, 3.50892], [-0.36715, -0.77496, 3.53245], [0.11048, -2.77274, 4.88593], [2.15264, -3.97038, 4.56097], [3.57429, -3.71314, 2.44974], [3.16423, -1.74499, 1.08850]],
  "lowdin_charge": [1.824, 0.034, -0.254, -0.157, -0.165, -0.123, -0.147, -0.106, -0.025, -0.062, 0.136, -0.155, 0.229, -0.104, 0.135, -0.149, 0.099, -0.085, -0.204, -0.132, -0.215, -0.159, 0.128, -0.137, 0.193, -0.086, 0.192, -0.106, 0.161, -0.185, 0.100, 0.128, 0.093, 0.074, 0.173, 0.114, 0.134, 0.140, 0.131, 0.148, 0.162, 0.142, 0.592, -1.051, 0.589, 0.010, 0.056, 0.892, -0.607, -0.052, -0.585, 0.864, -0.133, 0.091, 0.026, -0.116, -0.053, -0.193, -0.310, -0.216, 0.100, 0.116, 0.172, 0.040, -0.192, 0.913, -0.172, -0.418, -0.107, -0.063, 0.009, -0.010, -0.117, 0.034, 0.066, 0.073, 0.066, 0.096, 0.048, 0.122, 0.143, 0.108, 0.143, 0.111]
}

=====

{
  "formula": "C35H28BrHgN5O7",
  "method": "ωB97M-V with the def2-TZVPD basis set",
  "homo_ev": [-2.093, -4.685],
  "fmax_ha_per_bohr": 0.0078,
  "lumo_ev": [2.0294, 2.0291],
  "s_squared": 0.78,
  "gap_ev": [4.12, 6.71],
  "energy_ha": -4878.5567,
  "total_charge": -1,
  "multiplicity": 2,
  "e_above_lowest_kj_mol": 0.0,
  "elements": ["Hg", "C", "O", "C", "C", "C", "C", "C", "C", "C", "N", "C", "C", "N", "C", "C", "C", "C", "N", "C", "C", "N", "C", "C", "C", "C", "H", "H", "H", "H", "H", "H", "H", "H", "H", "H", "H", "H", "H", "H", "O", "C", "C", "C", "N", "C", "Br", "C", "H", "H", "H", "H", "C", "O", "C", "C", "C", "C", "C", "C", "O", "C", "O", "C", "H", "H", "H", "H", "H", "H", "H", "H", "H", "O", "C", "O", "H"],
  "xyz": [[-1.25228, -0.21411, -2.05762], [5.99831, 2.41675, 9.63171], [4.67898, 2.85741, 9.38012], [4.11205, 2.48171, 8.19815], [2.81018, 2.92050, 7.97731], [2.15562, 2.59080, 6.80711], [2.77640, 1.81606, 5.82475], [4.07544, 1.38594, 6.06100], [4.74568, 1.70968, 7.23228], [2.11708, 1.44812, 4.56887], [2.66167, 0.73125, 3.61730], [1.70566, 0.63216, 2.63524], [0.56588, 1.30116, 3.00332], [0.84043, 1.81889, 4.24465], [-0.62025, 1.38674, 2.20129], [-1.77722, 2.04419, 2.55274], [-2.87046, 2.04761, 1.66394], [-2.72968, 1.38486, 0.45649], [-1.63065, 0.74011, 0.08905], [-0.54403, 0.71471, 0.93927], [0.62305, 0.02861, 0.53331], [0.62802, -0.57723, -0.69737], [1.71935, -1.21498, -1.10141], [2.87119, -1.33156, -0.34304], [2.89672, -0.72460, 0.92119], [1.78796, -0.04276, 1.36443], [6.26727, 2.80366, 10.61060], [6.69884, 2.80365, 8.88712], [6.06015, 1.32553, 9.64684], [2.33105, 3.52167, 8.73948], [1.14261, 2.94993, 6.66809], [4.55870, 0.78640, 5.30055], [5.75633, 1.35631, 7.37665], [0.22181, 2.37997, 4.80083], [-1.84674, 2.55931, 3.50575], [-3.79613, 2.55243, 1.90139], [-3.54441, 1.37086, -0.25903], [1.66665, -1.65582, -2.09226], [3.72320, -1.87293, -0.72999], [3.77419, -0.77601, 1.55420], [-2.25687, -6.62996, 0.20845], [-1.99679, -5.40200, -0.31303], [-2.52984, -4.23305, 0.21315], [-2.19678, -3.03772, -0.39168], [-1.38760, -2.94127, -1.44619], [-0.90740, -4.06288, -1.93355], [0.22231, -3.97709, -3.45087], [-1.16782, -5.32453, -1.41844], [-2.83813, -6.53087, 0.97017], [-3.18986, -4.25267, 1.07238], [-2.60201, -2.09727, -0.03188], [-0.74195, -6.21478, -1.85637], [-3.82077, -2.39314, -8.06677], [-3.18662, -1.17106, -8.38523], [-2.44318, -0.58788, -7.39949], [-1.92080, 0.68196, -7.71461], [-1.17656, 1.33627, -6.77328], [-0.88435, 0.80038, -5.49928], [-0.11938, 1.56302, -4.52828], [0.29538, 2.99754, -4.80793], [0.22088, 1.13502, -3.42151], [-1.41313, -0.50555, -5.18242], [-1.23425, -1.13017, -4.08542], [-2.20134, -1.16074, -6.18056], [-4.42266, -2.65909, -8.93279], [-4.46522, -2.28783, -7.19059], [-3.09268, -3.18547, -7.87463], [-2.13126, 1.11595, -8.68316], [-0.79398, 2.31096, -7.03927], [0.26180, 3.30097, -5.84919], [1.30447, 3.13372, -4.42187], [-0.37330, 3.64247, -4.23410], [-2.59059, -2.12990, -5.90469], [-3.05997, 1.27089, -2.95229], [-3.90293, 0.36133, -2.76787], [-3.71187, -0.70038, -2.12661], [-4.90353, 0.50786, -3.21460]],
  "lowdin_charge": [1.206, -0.094, -0.088, -0.289, -0.009, -0.028, -0.154, -0.017, -0.018, -0.286, 0.183, -0.172, -0.134, 0.173, -0.113, -0.060, -0.098, -0.161, 0.016, -0.166, -0.162, 0.011, -0.166, -0.087, -0.037, -0.108, 0.088, 0.093, 0.093, 0.117, 0.104, 0.112, 0.100, 0.139, 0.092, 0.081, 0.094, 0.076, 0.085, 0.104, 0.062, -0.320, -0.001, -0.119, 0.029, -0.720, 0.782, -0.058, 0.105, 0.113, 0.103, 0.105, -0.100, -0.089, -0.293, -0.039, -0.047, -0.099, -0.397, -0.011, -0.052, -0.357, -0.199, 0.045, 0.084, 0.094, 0.091, 0.102, 0.090, 0.050, 0.080, 0.093, 0.107, -0.121, -0.612, -0.138, 0.113]
}

=====

{
  "formula": "C35H28CaN4O10S",
  "method": "ωB97M-V with the def2-TZVPD basis set",
  "homo_ev": -3.096,
  "fmax_ha_per_bohr": 0.0148,
  "lumo_ev": 4.0257,
  "gap_ev": 7.12,
  "energy_ha": -3397.8652,
  "total_charge": -2,
  "multiplicity": 1,
  "e_above_lowest_kj_mol": 34.3,
  "elements": ["Ca", "O", "C", "C", "O", "O", "C", "C", "C", "C", "C", "C", "C", "C", "C", "C", "C", "C", "H", "H", "H", "H", "H", "H", "H", "H", "H", "H", "H", "O", "C", "O", "C", "C", "C", "C", "C", "C", "O", "N", "O", "O", "N", "O", "O", "H", "H", "S", "C", "C", "C", "C", "C", "C", "C", "C", "C", "N", "H", "H", "H", "H", "H", "H", "C", "C", "C", "C", "C", "N", "H", "H", "H", "H", "H", "H", "H", "H", "H"],
  "xyz": [[0.19159, 0.57223, 0.43173], [-0.63202, -1.57025, -0.59144], [0.05895, -2.04297, -1.75136], [1.19035, -1.04270, -2.19723], [1.92828, -1.43858, -3.10870], [1.22806, 0.06802, -1.61140], [0.61933, -3.40411, -1.30954], [1.93342, -3.81219, -1.50721], [2.36544, -5.05206, -1.04949], [1.49507, -5.90683, -0.39161], [0.17969, -5.50643, -0.18999], [-0.24911, -4.26969, -0.64281], [-0.92988, -2.27399, -2.90040], [-0.48409, -2.58889, -4.18228], [-1.38506, -2.81710, -5.20994], [-2.75237, -2.74354, -4.98337], [-3.20612, -2.44267, -3.70921], [-2.30404, -2.21594, -2.67852], [-1.24265, -0.86477, -0.87579], [2.61349, -3.14897, -2.02236], [3.39817, -5.34269, -1.20361], [1.83698, -6.87082, -0.03255], [-0.51415, -6.15756, 0.32963], [-1.26923, -3.95471, -0.46566], [0.58228, -2.61964, -4.35893], [-1.01264, -3.04175, -6.20278], [-3.45469, -2.90658, -5.79221], [-4.26841, -2.36883, -3.50871], [-2.69191, -1.98214, -1.69594], [-2.28400, 3.88638, 2.12910], [-1.84806, 3.05218, 1.32657], [-1.17049, 2.02329, 1.62309], [-2.16084, 3.29627, -0.16287], [-2.58893, 4.55393, -0.47347], [-2.88637, 4.94728, -1.78847], [-2.74562, 4.03388, -2.81956], [-2.31347, 2.75779, -2.54934], [-2.02903, 2.27680, -1.19618], [-1.72619, 1.08232, -0.97581], [-2.19857, 1.87367, -3.68550], [-2.79382, 2.18978, -4.72277], [-1.52003, 0.87171, -3.60410], [-3.32330, 6.26656, -2.07036], [-3.58621, 6.57442, -3.23379], [-3.44249, 7.06540, -1.14495], [-2.70192, 5.25540, 0.34055], [-2.96686, 4.31434, -3.83629], [4.82202, -0.67939, 1.74528], [3.94829, -2.10363, 2.12542], [2.60076, -1.91499, 2.03843], [2.17873, -0.59595, 1.66622], [3.28089, 0.18266, 1.46832], [3.32968, 1.56645, 1.03502], [4.54447, 2.25044, 0.83562], [4.52691, 3.56533, 0.42751], [3.31002, 4.20359, 0.21062], [2.16072, 3.46220, 0.40316], [2.16398, 2.19060, 0.79577], [4.47695, -3.01408, 2.37082], [1.90810, -2.73259, 2.21557], [5.48465, 1.74243, 0.99919], [5.45937, 4.09594, 0.27201], [3.25219, 5.23354, -0.11256], [1.18297, 3.90343, 0.23498], [-1.70431, 0.72932, 5.24508], [-0.56211, -0.07488, 4.60758], [-0.19390, -1.29818, 5.44893], [0.65712, 0.83629, 4.41354], [-1.02487, -0.51138, 3.28090], [-1.35600, -0.80631, 2.22282], [-1.39171, 1.08350, 6.23011], [-2.59875, 0.11439, 5.36402], [-1.95117, 1.58689, 4.61761], [0.13514, -0.96831, 6.43648], [0.61950, -1.85335, 4.98044], [-1.04941, -1.96476, 5.57361], [1.00175, 1.17405, 5.39462], [0.38500, 1.70330, 3.80922], [1.46451, 0.31819, 3.89951]],
  "lowdin_charge": [1.361, -0.119, -0.294, -0.604, -0.014, -0.117, -0.107, -0.007, -0.093, -0.122, -0.099, -0.021, -0.119, -0.012, -0.087, -0.113, -0.091, -0.031, 0.043, 0.106, 0.092, 0.085, 0.090, 0.115, 0.109, 0.092, 0.087, 0.094, 0.116, -0.022, -0.634, -0.186, -0.039, 0.046, -0.170, 0.062, -0.059, -0.287, -0.112, -0.342, 0.011, 0.101, -0.377, 0.014, 0.027, 0.120, 0.121, 0.925, -0.472, -0.252, -0.223, -0.534, -0.298, -0.052, -0.088, -0.083, -0.125, 0.047, 0.043, 0.082, 0.070, 0.097, 0.092, 0.113, -0.042, -0.581, -0.048, -0.037, -0.173, 0.192, 0.082, 0.083, 0.090, 0.081, 0.084, 0.082, 0.086, 0.085, 0.062]
}